(1)
8
Properties=species:S:1:pos:R:3:lowdin_charge:R:1 method="wB97M-V/def2-TZVPD" homo_ev=-10.7
C 1.2026 0.8179 -1.9830 -0.42
O 2.3448 0.7342 -1.8196 0.21
O -1.0913 0.3558 0.7408 -0.38
O 1.0349 -0.6357 1.1720 -0.43
O 0.0802 0.9292 -2.2748 0.19
S -0.2817 -1.0747 1.0186 0.53
Cl -1.2764 -1.5900 2.7620 0.21
H -2.0132 0.4632 0.3840 0.10

(2)
6
Properties=species:S:1:pos:R:3:lowdin_charge:R:1 method="wB97M-V/def2-TZVPD" homo_ev=-10.2
C -0.4611 0.7891 0.3517 -0.69
O 0.2551 1.3893 -0.6042 -0.50
F -0.1568 -0.5014 0.6018 0.06
F -0.2685 1.3590 1.5699 -0.05
I 1.9955 2.0879 0.2651 1.00
H -1.5213 0.8131 -0.0788 0.19

(3)
8
Properties=species:S:1:pos:R:3:lowdin_charge:R:1 method="wB97M-V/def2-TZVPD" charge=-1 homo_ev="-5.9 / -5.9"
C -1.3275 0.9726 -0.9289 -0.68
N 0.0841 0.2693 -0.4066 0.05
N 1.1005 0.0310 -1.1717 0.02
O -2.1803 0.5539 -0.1363 -0.03
O -1.1917 1.7313 -1.8464 0.04
F 2.6094 0.6442 -0.4187 -0.39
F 1.7383 -1.2744 -1.1332 -0.13
H -0.2274 -0.3487 0.3364 0.11

(4)
6
Properties=species:S:1:pos:R:3:mulliken_spin:R:1 method="wB97M-V/def2-TZVPD" homo_ev="-7.9 / -12.1" spin_multiplicity=3
C 0.8909 0.1000 -0.2383 0.72
N -0.8809 -0.3547 0.7305 0.97
O 1.1814 -0.4045 -1.2251 0.16
F 1.5484 1.0604 0.4884 0.12
F -1.4852 -1.0399 -0.2815 0.08
H -1.2546 0.6387 0.5261 -0.05

(5)
13
Properties=species:S:1:pos:R:3:mulliken_spin:R:1 method="wB97M-V/def2-TZVPD" charge=+1 homo_ev="-11.8 / -11.8" spin_multiplicity=3
Mg -1.4882 2.1884 -0.6948 0.00
N 0.8003 -0.1602 -1.4502 0.01
S -0.5694 -0.0571 -2.5374 0.00
O -1.0720 1.4763 -2.3898 0.00
S 0.4231 -0.1972 0.0304 0.09
O -0.4430 0.9933 0.5681 0.10
O 1.5885 -0.1685 0.9701 0.11
C -0.6148 -1.7031 0.5840 -0.02
F -1.8926 -1.4609 0.4054 0.00
F -0.2398 -2.7312 -0.1399 0.00
F -0.3764 -1.9294 1.8561 0.00
Pt 0.9738 1.3435 1.8311 0.93
H 2.9106 2.4060 0.9669 0.78

(6)
10
Properties=species:S:1:pos:R:3:lowdin_charge:R:1 method="wB97M-V/def2-TZVPD" homo_ev=-10.1
C -2.2850 0.5598 0.0523 -0.35
N -0.2612 0.0164 1.2980 0.02
N -1.5417 0.0278 0.7845 0.11
N -0.2818 1.1706 -2.6008 0.26
N -0.5170 0.1966 -3.0542 -0.23
O -3.2563 0.7818 -0.5339 0.17
F 0.5690 -0.9637 0.5881 -0.11
F 0.1972 -0.7281 -3.8136 0.05
F -1.8401 -0.5448 -3.0557 -0.05
H -0.2371 -0.2857 2.2792 0.13

(7)
9
Properties=species:S:1:pos:R:3:lowdin_charge:R:1 method="wB97M-V/def2-TZVPD" charge=-1 homo_ev=-4.9
C -1.7214 -0.0252 -0.0515 -0.45
N 3.5366 0.7705 0.0096 -0.38
O 2.2169 -1.4714 0.0933 -0.45
O 0.9855 0.5961 0.1949 -0.48
F -2.0532 -1.2465 0.3613 0.11
F -2.4091 0.8045 0.7737 0.05
F -2.3042 0.2576 -1.2616 0.03
S 2.3590 -0.0055 0.0689 0.45
H -0.6102 0.3198 -0.1886 0.12

(8)
12
Properties=species:S:1:pos:R:3:mulliken_spin:R:1 method="wB97M-V/def2-TZVPD" charge=+1 homo_ev="-13.9 / -14.6" spin_multiplicity=3
Pd -0.2749 -2.0919 -1.2456 0.66
N -1.2259 -0.1444 0.7040 0.20
S -2.0532 0.5718 -0.3835 -0.04
O -1.9255 -0.2713 -1.6277 -0.04
S 0.2709 -0.5638 1.0927 0.00
O 0.6378 -1.7626 0.0444 0.19
O 0.1980 -0.9945 2.4779 0.01
C 0.4783 1.5779 0.0354 0.72
F 1.0667 2.0573 1.1136 0.06
F 1.3538 1.1406 -0.8455 0.07
F -0.0634 2.6597 -0.4933 0.05
H 1.5374 -2.1788 -0.8724 0.12